1.
The following is a DFT calculation (the ωB97M-V functional and the def2-TZVPD basis) of a gas-phase ion, C3H9N2 (charge +1).

Structure (XYZ):
```
14
Properties=species:S:1:pos:R:3:forces:R:3
C -1.191 -0.774 1.273 0.1 -0.5 0.4
C -0.209 -0.023 0.441 0.3 0.5 0.0
C 0.457 -0.631 -0.557 -0.6 0.0 -0.3
N 1.185 0.124 -1.604 0.7 -0.1 0.5
N -0.033 1.281 0.792 -0.3 0.8 -0.1
H -0.892 -1.805 1.422 0.2 -0.1 -0.1
H -1.300 -0.337 2.261 0.0 0.1 0.0
H -2.163 -0.811 0.793 -0.2 0.2 -0.2
H 0.307 -1.658 -0.823 0.0 -0.2 0.0
H 0.977 1.124 -1.613 -0.3 -0.1 -0.2
H 2.204 0.065 -1.491 0.0 -0.1 0.0
H 0.974 -0.275 -2.519 -0.1 0.2 -0.1
H -0.661 1.730 1.442 -0.1 -0.5 0.1
H 0.344 1.991 0.184 0.3 -0.3 -0.1
```
Forces are in eV/Å.

**Energy**: -228.95256 hartree
**Energy relative to the best compared isomer or geometry (same formula, charge and spin)**: 21.5 kcal/mol
**Charge**: +1
**SMILES**: C/C(N)=C/[NH3+]
**HOMO energy**: -13.258 eV

Results of the Löwdin charge analysis, in e, for atoms 1 through 8: -0.011 -0.378 -0.073 0.191 0.137 0.095 0.093 0.101


2.
The following is a DFT calculation (the ωB97M-V functional and the def2-TZVPD basis) of a molecular structure, C39H32BN10Tb.

Structure (XYZ):
```
83
Properties=species:S:1:pos:R:3:forces:R:3
Tb 0.590 0.343 -0.006 0.0 -0.4 0.0
C -2.203 -3.399 -0.327 0.0 0.0 0.0
C -1.416 -2.576 -1.186 -0.2 0.0 -0.2
N -1.006 -1.402 -0.877 0.3 0.0 0.4
N -1.668 -1.832 1.364 0.1 0.0 0.1
C -2.212 -3.001 0.968 -0.1 -0.1 0.1
B -1.131 0.009 3.321 0.0 0.1 -0.1
N 0.421 -0.042 3.418 -0.1 0.0 0.1
C 1.143 -0.032 4.554 0.0 0.0 0.0
C 2.479 0.093 4.233 0.0 0.0 0.0
C 2.482 0.161 2.836 0.0 -0.1 0.0
N 1.242 0.080 2.360 0.3 0.1 0.2
N -1.507 1.324 2.578 0.2 -0.1 0.2
C -2.555 2.121 2.839 -0.1 0.0 -0.1
C -2.482 3.228 2.019 0.1 0.1 0.0
C -1.310 3.026 1.287 0.0 0.0 0.0
N -0.726 1.878 1.618 -0.3 0.2 0.1
H -2.577 -4.360 -0.636 0.0 0.0 0.0
H -1.032 -2.949 -2.133 0.0 0.0 0.0
H -2.583 -3.630 1.769 0.0 0.0 0.0
H -1.533 0.097 4.459 0.0 0.0 0.0
H 0.655 -0.108 5.513 0.0 0.0 -0.1
H 3.321 0.126 4.903 0.0 0.0 0.0
H 3.322 0.229 2.158 0.0 0.0 0.0
H -3.282 1.847 3.586 0.1 0.0 0.0
H -3.174 4.052 1.957 0.1 0.0 0.0
H -0.872 3.649 0.521 0.0 0.0 0.0
C 2.749 4.098 -2.080 0.1 0.0 0.0
C 2.337 3.150 -1.131 0.1 0.0 0.1
N 1.191 2.517 -1.199 -0.3 -0.1 0.0
C 0.339 2.776 -2.240 0.0 0.0 0.0
C 0.692 3.682 -3.266 0.1 0.0 0.0
C 1.931 4.350 -3.141 0.0 0.0 0.0
C -0.159 3.873 -4.376 0.0 0.0 0.0
C -1.312 3.142 -4.450 0.0 -0.1 0.0
C -1.687 2.251 -3.429 0.1 0.1 -0.1
C -0.920 2.071 -2.286 -0.2 -0.1 0.1
N -1.220 1.251 -1.235 0.0 0.0 -0.1
C -2.523 0.975 -0.847 0.1 0.1 0.0
C -3.630 1.770 -1.175 0.0 0.0 -0.1
C -4.871 1.542 -0.615 0.0 0.0 0.0
C -5.027 0.575 0.358 0.0 0.0 0.0
C -3.948 -0.207 0.783 0.1 0.0 0.2
C -4.204 -0.900 2.075 0.0 0.0 -0.1
C -3.332 -1.301 2.996 0.1 0.0 0.0
C -1.850 -1.369 2.756 -0.1 0.0 -0.1
N -1.533 -0.847 0.369 -0.4 0.3 0.0
C -2.734 -0.063 0.096 0.0 0.0 0.0
H 3.704 4.592 -1.965 0.0 0.0 0.0
H 2.981 2.904 -0.294 0.0 0.0 0.0
H 2.223 5.057 -3.910 0.0 0.0 0.0
H 0.124 4.570 -5.155 0.0 0.0 0.0
H -1.955 3.245 -5.316 0.0 0.0 0.0
H -2.591 1.669 -3.539 0.0 0.0 0.0
H -3.492 2.612 -1.836 0.0 0.0 0.0
H -5.709 2.168 -0.893 0.0 0.0 0.0
H -5.980 0.456 0.860 0.0 0.0 0.0
H -5.255 -0.924 2.344 0.0 0.0 0.0
H -3.698 -1.621 3.967 0.0 0.0 0.0
H -1.434 -2.166 3.384 0.0 0.0 0.0
N 1.256 -2.327 0.896 0.0 0.0 -0.3
C 2.640 -2.633 0.876 -0.1 0.1 0.1
C 3.273 -3.040 2.045 0.0 0.0 0.1
C 4.633 -3.310 2.059 0.0 0.0 -0.1
C 5.368 -3.181 0.889 -0.1 0.0 0.0
C 4.729 -2.773 -0.275 0.1 0.0 0.0
C 3.367 -2.479 -0.306 0.0 -0.1 -0.1
C 2.724 -2.031 -1.580 0.2 -0.1 0.0
C 2.956 -2.804 -2.722 0.0 0.0 0.0
C 2.467 -2.412 -3.962 0.0 0.1 0.1
C 1.768 -1.215 -4.058 0.1 -0.2 0.0
C 1.553 -0.462 -2.910 -0.1 0.1 -0.1
C 1.983 -0.840 -1.634 0.1 0.1 0.0
H 0.830 -2.616 1.767 -0.1 0.1 0.0
H 0.760 -2.741 0.116 0.1 -0.1 0.0
H 2.687 -3.146 2.954 0.0 0.0 0.0
H 5.110 -3.629 2.978 0.0 0.0 0.0
H 6.430 -3.389 0.881 0.0 0.0 0.0
H 5.303 -2.652 -1.187 0.0 0.0 0.0
H 3.520 -3.727 -2.633 0.0 0.0 0.0
H 2.641 -3.025 -4.837 0.0 0.0 0.0
H 1.396 -0.867 -5.015 0.0 0.0 0.0
H 1.013 0.472 -3.045 -0.1 0.0 0.0
```
Forces are in eV/Å.

**Energy**: -2902.25305 hartree
**Energy relative to the best compared isomer or geometry (same formula, charge and spin)**: 100.0 kcal/mol
**⟨S²⟩**: 12.0891
**HOMO energy (spin up / spin down)**: -6.700 / -6.717 eV
**Multiplicity**: 7

Results of the Löwdin charge analysis, in e, for atoms 1 through 8: 1.613 -0.040 -0.122 0.007 -0.062 -0.064 -0.472 -0.035


3.
The following is a DFT calculation (the ωB97M-V functional and the def2-TZVPD basis) of C2H4N2O in the gas phase at a distorted geometry.

Structure (XYZ):
```
9
Properties=species:S:1:pos:R:3:forces:R:3
C 1.907 0.552 -0.053 -0.3 -0.9 -0.4
C -1.003 0.376 0.127 -0.2 2.4 -0.5
H 3.071 0.468 -0.105 -2.5 0.6 0.2
H 1.279 1.573 -0.151 2.0 -2.4 0.2
H -0.579 -1.459 0.029 0.9 -0.6 -0.3
H -0.659 1.471 0.363 -0.5 -1.9 -0.2
N 1.313 -0.621 0.017 0.7 3.0 0.1
N -0.055 -0.594 0.033 -0.8 -0.5 0.3
O -2.168 0.110 -0.115 0.7 0.3 0.6
```
Forces are in eV/Å.

**Energy**: -263.28700 hartree
**Energy relative to the best compared isomer or geometry (same formula, charge and spin)**: 47.9 kcal/mol
**SMILES**: C=NNC=O
**HOMO energy**: -9.678 eV

Results of the Löwdin charge analysis, in e, for atoms 1 through 8: -0.058 -0.351 0.090 0.095 0.144 0.142 -0.036 -0.043